Record 1
{
  "formula": "CH3Cl2P",
  "method": "ωB97M-V/def2-TZVPD",
  "de_lowest_ev": 2.815,
  "fmax_ev_per_a": 2.8,
  "total_charge": 0,
  "spin_multiplicity": 1,
  "lumo_energy_ev": [-2.44, -2.58],
  "gap_ha": [0.2537, 0.2430],
  "species": ["C", "P", "Cl", "Cl", "H", "H", "H"],
  "coordinates": [[1.103, -0.097, 0.017], [-0.776, -0.184, -0.437], [-3.322, -0.952, 0.254], [-1.277, 1.605, 0.189], [1.636, 0.106, -1.030], [1.356, -1.092, 0.156], [1.280, 0.614, 0.851]],
  "atomic_forces_ev_per_a": [[-1.46, 1.73, -1.65], [-0.07, -0.39, -1.01], [1.72, 0.13, 0.08], [-0.08, 0.88, 0.22], [-1.33, 0.25, 2.14], [0.84, -1.96, 0.99], [0.39, -0.64, -0.77]]
}

***

Record 2
{
  "formula": "C24H19BrN2O3S",
  "method": "ωB97M-V/def2-TZVPD",
  "de_lowest_ev": 2.339,
  "fmax_ev_per_a": 5.7,
  "smiles": "O=S(=O)(NCCc1c(-c2cc3ccccc3o2)[nH]c2ccccc12)c1ccc(Br)cc1",
  "total_charge": 0,
  "spin_multiplicity": 1,
  "lumo_energy_ev": 0.33,
  "gap_ha": 0.3100,
  "species": ["O", "S", "O", "N", "C", "C", "C", "C", "C", "C", "C", "C", "C", "C", "C", "C", "O", "N", "C", "C", "C", "C", "C", "C", "C", "C", "C", "C", "Br", "C", "C", "H", "H", "H", "H", "H", "H", "H", "H", "H", "H", "H", "H", "H", "H", "H", "H", "H", "H", "H"],
  "coordinates": [[0.769, -2.249, 2.256], [-0.458, -2.011, 1.502], [-1.607, -1.416, 2.242], [-0.077, -1.064, 0.191], [-1.095, -0.627, -0.763], [-1.640, 0.652, -0.334], [-0.799, 1.746, -1.111], [0.322, 2.378, -0.707], [1.024, 2.343, 0.643], [2.097, 2.980, 1.024], [2.498, 2.536, 2.348], [3.487, 2.879, 3.291], [3.429, 2.274, 4.538], [2.530, 1.222, 4.843], [1.598, 0.878, 3.855], [1.631, 1.531, 2.584], [0.780, 1.362, 1.570], [0.973, 2.926, -1.816], [0.196, 2.781, -2.951], [0.267, 3.241, -4.286], [-0.732, 2.991, -5.222], [-1.855, 2.186, -4.764], [-1.972, 1.755, -3.388], [-0.965, 2.128, -2.537], [-0.950, -3.615, 0.772], [0.033, -4.548, 0.587], [-0.370, -5.758, 0.025], [-1.680, -6.115, -0.284], [-2.151, -7.780, -1.209], [-2.739, -5.209, -0.027], [-2.277, -3.916, 0.508], [0.683, -0.415, 0.319], [-0.629, -0.617, -1.776], [-1.886, -1.390, -0.782], [-1.694, 0.672, 0.666], [-2.638, 0.711, -0.691], [2.566, 3.759, 0.473], [4.253, 3.466, 2.879], [4.197, 2.412, 5.299], [2.708, 0.763, 5.834], [0.754, 0.254, 3.998], [1.972, 3.079, -1.882], [1.042, 3.969, -4.646], [-0.808, 3.554, -6.137], [-2.635, 1.782, -5.428], [-2.874, 1.281, -2.981], [1.032, -4.459, 1.025], [0.523, -6.500, -0.116], [-3.780, -5.605, -0.240], [-3.055, -3.198, 0.807]],
  "atomic_forces_ev_per_a": [[-1.16, 0.31, -1.10], [-0.77, 1.34, 1.55], [1.84, -1.46, -1.76], [0.16, -1.73, 0.03], [0.75, -2.54, -0.32], [0.44, 2.98, -4.88], [-1.42, 0.12, 0.60], [1.41, -1.19, 1.39], [-0.97, -1.40, -2.20], [2.49, 2.41, 0.72], [0.81, 0.64, -0.96], [-1.38, -1.08, 0.00], [0.98, -0.71, -0.22], [-0.13, 0.79, -1.11], [0.02, 0.55, -0.47], [-0.03, -0.94, 3.31], [-2.29, -0.87, -0.51], [0.88, 1.00, -0.41], [-0.81, 0.14, -0.37], [1.17, 1.61, -0.58], [-1.91, -1.45, 2.58], [0.09, -0.70, 1.18], [-0.29, 1.18, -2.90], [0.24, -1.78, 2.07], [-0.70, 1.22, 0.39], [-0.10, -1.25, 0.12], [2.81, -2.16, -0.20], [-1.05, 0.77, -0.44], [0.57, 1.00, 0.78], [1.92, 0.50, 0.44], [-2.42, -1.46, -0.45], [0.16, -0.17, 0.47], [-0.44, 0.05, 0.69], [0.23, -0.03, -0.03], [0.19, 0.66, 3.68], [-1.12, 0.32, -0.37], [0.24, 0.57, -0.31], [1.12, 1.19, 0.40], [-0.01, 0.48, -0.36], [-0.90, 0.03, -0.85], [-0.33, -1.07, 0.41], [-0.39, 0.12, 0.36], [-0.44, -0.93, 0.76], [0.35, -0.36, -0.34], [0.41, 0.77, 0.05], [0.44, -0.04, -0.55], [-0.31, 0.29, -0.62], [-2.12, 1.13, 0.09], [1.27, 1.31, 0.49], [0.47, -0.19, -0.27]]
}

***

Record 3
{
  "formula": "C25H54BGaN3O4",
  "method": "ωB97M-V/def2-TZVPD",
  "s_squared": 2.008,
  "fmax_ev_per_a": 2.3,
  "total_charge": -1,
  "spin_multiplicity": 3,
  "lumo_energy_ev": [2.41, 2.33],
  "gap_ha": [0.2396, 0.2367],
  "species": ["C", "C", "C", "C", "O", "Ga", "C", "C", "N", "B", "C", "O", "H", "H", "H", "H", "H", "H", "H", "H", "H", "H", "H", "H", "H", "H", "H", "H", "H", "H", "C", "C", "C", "C", "C", "C", "N", "O", "C", "C", "C", "H", "H", "H", "H", "H", "H", "H", "H", "H", "H", "H", "H", "H", "H", "H", "H", "H", "H", "C", "C", "C", "C", "C", "C", "N", "O", "C", "C", "C", "H", "H", "H", "H", "H", "H", "H", "H", "H", "H", "H", "H", "H", "H", "H", "H", "H", "H"],
  "coordinates": [[6.843, 0.822, 3.605], [5.868, 1.960, 3.168], [4.832, 1.367, 2.220], [3.745, 2.361, 1.789], [2.637, 1.636, 1.370], [1.008, 2.582, 1.474], [-0.478, 1.124, 1.249], [-0.502, 0.231, 2.387], [0.225, -0.812, 2.499], [0.674, 3.549, 3.324], [-0.189, 2.980, 4.543], [1.238, 4.837, 3.534], [6.894, 0.126, 2.774], [7.835, 1.186, 3.849], [6.381, 0.277, 4.425], [5.432, 2.354, 4.083], [6.484, 2.710, 2.674], [5.329, 0.949, 1.349], [4.295, 0.602, 2.776], [4.147, 2.973, 0.965], [3.545, 3.040, 2.634], [0.779, 3.637, 0.269], [-1.457, 1.560, 1.071], [-0.129, 0.515, 0.416], [-1.191, 0.486, 3.199], [-0.010, -1.231, 3.399], [0.328, 2.135, 4.996], [-0.426, 3.744, 5.286], [-1.125, 2.606, 4.129], [1.902, 4.798, 4.238], [-4.655, 5.195, -2.218], [-3.627, 4.045, -2.088], [-2.902, 3.845, -3.421], [-3.761, 3.166, -4.489], [-4.367, 1.870, -3.955], [-5.122, 2.056, -2.637], [-4.308, 2.797, -1.632], [-3.429, 1.993, -1.137], [-6.452, 2.788, -2.904], [-5.535, 0.689, -2.098], [-2.615, 4.529, -1.052], [-5.080, 5.284, -3.218], [-5.472, 5.077, -1.505], [-4.189, 6.157, -2.003], [-2.007, 3.237, -3.261], [-2.553, 4.811, -3.792], [-4.549, 3.843, -4.834], [-3.145, 2.947, -5.364], [-5.040, 1.444, -4.703], [-3.564, 1.139, -3.816], [-6.958, 3.027, -1.967], [-7.120, 2.150, -3.485], [-6.342, 3.706, -3.476], [-4.686, 0.019, -1.973], [-6.224, 0.210, -2.794], [-6.041, 0.783, -1.135], [-3.087, 4.672, -0.078], [-2.193, 5.486, -1.362], [-1.775, 3.847, -0.928], [3.512, -6.085, 0.464], [2.174, -6.289, -0.287], [2.323, -5.836, -1.742], [2.365, -4.316, -1.907], [1.175, -3.658, -1.211], [1.025, -4.074, 0.251], [1.074, -5.563, 0.411], [-0.056, -6.070, 0.044], [2.122, -3.400, 1.097], [-0.275, -3.500, 0.802], [1.932, -7.797, -0.265], [4.087, -5.239, 0.092], [3.348, -5.947, 1.532], [4.156, -6.959, 0.354], [1.486, -6.224, -2.332], [3.229, -6.276, -2.168], [3.304, -3.916, -1.515], [2.349, -4.067, -2.970], [1.270, -2.573, -1.271], [0.263, -3.916, -1.761], [2.099, -3.765, 2.125], [1.960, -2.323, 1.130], [3.129, -3.543, 0.705], [-1.147, -3.800, 0.219], [-0.236, -2.414, 0.785], [-0.433, -3.808, 1.837], [1.805, -8.160, 0.757], [2.787, -8.311, -0.704], [1.055, -8.085, -0.844]],
  "atomic_forces_ev_per_a": [[-0.94, 0.39, -0.45], [1.18, -1.14, -0.09], [-0.44, 1.09, 0.82], [0.44, -0.70, -0.37], [-0.40, 0.46, 0.07], [-0.89, -0.10, -0.21], [0.50, -0.41, -0.07], [-0.28, 0.39, 0.01], [0.03, -0.44, 0.47], [0.23, 0.43, 0.54], [0.16, 0.37, -0.47], [0.51, -0.47, -0.12], [0.39, -0.19, -0.10], [0.12, -0.07, 0.25], [0.26, -0.10, 0.26], [-0.27, 0.42, -0.14], [-0.24, 0.40, -0.01], [-0.01, -0.27, -0.11], [0.00, -0.44, -0.18], [0.01, 0.27, 0.05], [-0.11, 0.05, 0.04], [0.20, -0.06, -0.18], [-0.02, 0.21, -0.17], [-0.08, 0.21, -0.43], [-0.08, 0.14, 0.09], [0.30, -0.22, -0.03], [-0.02, -0.18, 0.13], [0.10, -0.01, 0.18], [-0.14, -0.20, 0.06], [-0.49, 0.26, 0.14], [-0.25, -0.01, -0.15], [-0.43, 1.87, 0.04], [0.04, -0.52, -0.35], [-0.05, 0.04, 0.11], [0.52, 0.17, -0.17], [-1.78, 0.02, -0.48], [1.67, -0.96, -0.99], [-0.17, -0.10, 0.74], [-0.02, 0.29, -0.11], [0.39, -0.23, 0.34], [0.26, -0.54, 0.34], [-0.06, -0.07, 0.03], [0.01, -0.05, -0.01], [0.15, -0.08, 0.00], [-0.05, -0.02, 0.15], [-0.04, 0.08, 0.15], [-0.02, -0.01, 0.03], [-0.01, 0.01, -0.01], [-0.12, -0.03, 0.12], [-0.01, 0.03, 0.17], [0.05, 0.00, 0.02], [0.09, -0.12, 0.04], [0.04, 0.03, 0.08], [0.05, 0.11, 0.10], [-0.03, 0.15, -0.08], [0.04, 0.03, 0.01], [-0.01, -0.04, -0.01], [-0.14, 0.02, -0.14], [-0.11, -0.10, 0.08], [0.14, 0.17, 0.08], [1.69, -0.50, 0.52], [-0.28, 0.40, -0.32], [-0.01, -0.04, 0.11], [0.08, -0.36, -0.51], [0.70, 1.43, 1.12], [-1.00, 0.01, -2.11], [-0.30, -0.33, 0.63], [0.38, -0.03, -0.14], [-0.61, -0.45, -0.24], [-0.57, -0.14, -0.01], [-0.08, 0.07, 0.07], [-0.05, 0.05, -0.02], [-0.11, -0.06, -0.12], [-0.08, -0.04, 0.14], [0.02, -0.11, 0.14], [-0.02, 0.00, 0.03], [0.03, 0.00, 0.00], [-0.03, 0.02, 0.20], [-0.04, -0.10, 0.11], [-0.03, -0.02, -0.01], [-0.20, -0.03, 0.04], [-0.02, -0.10, 0.02], [0.08, -0.21, 0.02], [0.23, 0.00, 0.08], [0.03, 0.00, 0.00], [-0.02, 0.03, 0.00], [0.10, 0.14, 0.02], [-0.08, 0.10, 0.11]]
}